Molecular formula: C15H15F4NO4
Method: DFT, wB97M-V/def2-TZVPD

Values from the calculation:
* HOMO energy: -0.3266 hartree
* calculated total energy: -1335.8291 Eh
* HOMO-LUMO gap: 9.16 eV
* SMILES: CC(=O)c1ccc(NC(=O)CCC(=O)OCC(F)(F)C(F)F)cc1

Positions of all 39 atoms, in Å:
C  -3.68442  1.25132  -5.61695
C  -2.86786  -0.01645  -5.54709
O  -3.00304  -0.90259  -6.36280
C  -1.89143  -0.13166  -4.43707
C  -1.68112  0.86241  -3.48229
C  -0.75234  0.69585  -2.47477
C  -0.00726  -0.47903  -2.39719
N  0.95192  -0.70821  -1.41076
C  1.32024  0.08866  -0.36817
O  0.85442  1.17875  -0.13089
C  2.42951  -0.53048  0.47961
C  2.46070  0.14694  1.84497
C  1.18124  -0.14156  2.58272
O  0.39266  -1.00256  2.32266
O  1.02913  0.71960  3.62145
C  -0.08486  0.52181  4.46381
C  0.32646  -0.12406  5.80037
F  -0.37106  0.46088  6.81038
F  -0.00409  -1.43267  5.83875
C  1.83233  0.04852  6.11773
F  2.10755  -0.41250  7.34844
F  2.58602  -0.65964  5.25478
C  -0.21317  -1.48081  -3.34786
C  -1.14013  -1.30644  -4.34912
H  -4.35917  1.19474  -6.46728
H  -3.02945  2.11176  -5.73495
H  -4.26397  1.37516  -4.70493
H  -2.24183  1.78298  -3.51548
H  -0.59899  1.47002  -1.74223
H  1.40569  -1.60967  -1.47680
H  2.24962  -1.59889  0.60413
H  3.38217  -0.38738  -0.03436
H  2.55945  1.22749  1.73882
H  3.28836  -0.22216  2.45325
H  -0.81737  -0.12694  3.96695
H  -0.52391  1.50037  4.67482
H  2.12448  1.10804  6.05945
H  0.35941  -2.39638  -3.29329
H  -1.30589  -2.07524  -5.08881